1.
Molecular formula: C5H8
Method: DFT, the ωB97M-V functional and the def2-TZVPD basis

Summary:
**LUMO energy**: 1.132 eV
**Frontier orbital gap**: 10.72 eV
**Structure (SMILES)**: C#CC(C)C
**Relative energy (zero: lowest compared OMol25 entry of this formula, charge and spin)**: 2.487 eV

Each line ends with the natural charge from an NBO analysis.
Element x y z (Å)
C  -2.429  -0.171  0.273  -0.267
C  -1.303  -0.041  -0.073  -0.009
C  0.736  1.359  0.137  -0.593
C  0.814  -1.355  0.007  -0.579
C  0.032  0.154  -0.546  -0.276
H  -3.411  -0.547  0.478  0.237
H  0.320  2.323  -0.298  0.216
H  1.730  1.291  0.076  0.204
H  0.521  1.424  1.191  0.212
H  0.514  -2.297  -0.465  0.219
H  1.930  -1.181  -0.069  0.200
H  0.519  -1.223  1.005  0.204
H  0.028  0.264  -1.716  0.233

Forces on atoms 1 to 3 (eV/Å):
C -2.0 -0.9 0.4
C 0.7 0.7 -0.8
C -4.5 0.8 -0.7

---

2.
Molecular formula: C5H8
Method: DFT, the ωB97M-V functional and the def2-TZVPD basis

Summary:
**LUMO energy**: 1.115 eV
**Frontier orbital gap**: 10.28 eV
**Structure (SMILES)**: C=CCC=C
**Relative energy (zero: lowest compared OMol25 entry of this formula, charge and spin)**: 2.268 eV

Each line ends with the natural charge from an NBO analysis.
Element x y z (Å)
C  -1.205  -0.698  0.184  -0.175
C  -0.807  -1.947  0.407  -0.391
C  -0.423  0.345  -0.588  -0.496
C  0.938  0.540  0.053  -0.149
C  1.490  1.727  0.290  -0.418
H  -2.272  -0.493  -0.013  0.210
H  -1.310  -2.691  1.013  0.207
H  0.062  -2.334  -0.138  0.187
H  -0.297  -0.054  -1.605  0.221
H  -0.836  1.331  -0.776  0.219
H  1.491  -0.407  0.185  0.197
H  2.142  2.039  1.110  0.210
H  1.028  2.642  -0.122  0.178

Forces on atoms 1 to 3 (eV/Å):
C -1.6 0.5 -2.1
C 0.7 -0.2 -0.3
C 1.9 -0.5 -0.8

---

3.
Molecular formula: C5H8Ag5Br4O3
Method: DFT, the ωB97M-V functional and the def2-TZVPD basis

Summary:
**LUMO energy**: -13.212 eV
**Frontier orbital gap**: 3.38 eV
**Net charge**: +3
**Relative energy (zero: lowest compared OMol25 entry of this formula, charge and spin)**: 2.535 eV

Each line ends with the natural charge from an NBO analysis.
Element x y z (Å)
Ag  -3.719  2.976  1.182  0.957
Ag  -3.195  -0.507  0.074  0.963
Ag  0.847  2.732  -0.362  0.968
Ag  -2.448  3.235  -1.755  0.906
Ag  -0.963  2.678  3.251  0.983
C  -1.338  1.195  0.782  0.915
O  -2.291  1.065  1.522  -0.952
O  -1.680  1.456  -0.381  -0.978
O  -0.208  1.396  1.264  -0.888
Br  1.715  -1.839  -2.515  0.067
C  0.261  -0.962  -3.500  -0.455
C  0.261  0.557  -3.157  -0.441
Br  -1.357  1.341  -3.968  0.001
H  -0.667  -1.347  -3.076  0.212
H  0.366  -1.120  -4.573  0.261
H  1.170  0.938  -3.622  0.254
H  0.220  0.703  -2.077  0.189
Br  -0.717  -2.051  2.494  -0.056
C  1.107  -1.463  3.048  -0.422
C  2.091  -2.151  2.152  -0.433
Br  3.903  -1.449  2.669  0.017
H  1.299  -1.821  4.060  0.252
H  1.310  -0.393  2.990  0.212
H  1.838  -1.960  1.109  0.216
H  2.196  -3.210  2.388  0.250

Forces on atoms 1 to 3 (eV/Å):
Ag 0.0 -0.8 0.3
Ag -0.2 -0.7 0.0
Ag 0.2 -0.7 0.2

---

4.
Molecular formula: C5H8B2O4
Method: DFT, the ωB97M-V functional and the def2-TZVPD basis

Summary:
**LUMO energy (alpha / beta)**: -0.140 / -0.139 eV
**Frontier orbital gap (alpha / beta)**: 8.23 / 8.23 eV
**Relative energy (zero: lowest compared OMol25 entry of this formula, charge and spin)**: 2.351 eV

Each line ends with the natural charge from an NBO analysis.
Element x y z (Å)
B  -1.252  0.036  1.523  0.998
B  -0.318  -0.704  -1.694  1.057
C  2.370  0.347  0.397  -0.214
C  1.513  0.177  1.538  -0.255
C  1.761  0.507  -0.794  -0.185
C  0.186  0.124  1.322  -0.287
C  0.341  0.504  -0.969  -0.419
O  -2.000  1.191  1.614  -0.893
O  -1.909  -1.199  1.232  -0.884
O  0.467  -1.104  -2.755  -0.872
O  -1.303  -1.509  -1.331  -0.913
H  3.348  0.419  0.482  0.198
H  2.043  0.049  2.436  0.221
H  2.426  0.538  -1.605  0.228
H  -0.181  1.326  -0.720  0.235
H  -2.923  1.292  1.666  0.497
H  -2.780  -0.884  0.986  0.479
H  -0.099  -1.715  -3.210  0.484
H  -1.548  -1.556  -0.392  0.523

Forces on atoms 1 to 3 (eV/Å):
B -2.3 -0.3 -0.7
B 2.3 0.1 -0.1
C -4.6 0.4 -1.5

---

5.
Molecular formula: C5H8BN3O2
Method: DFT, the ωB97M-V functional and the def2-TZVPD basis

Summary:
**LUMO energy**: 0.451 eV
**Frontier orbital gap**: 8.05 eV
**Structure (SMILES)**: Nc1nccc(B(O)O)c1N

Each line ends with the natural charge from an NBO analysis.
Element x y z (Å)
N  -1.204  -0.758  -1.947  -0.437
O  1.397  0.334  2.386  -0.899
O  3.141  0.203  0.691  -0.925
B  1.782  0.229  1.054  1.123
C  0.103  -0.998  -2.141  -0.009
C  -1.532  -0.157  -0.789  0.337
C  1.081  -0.608  -1.254  -0.227
C  0.744  0.027  -0.047  -0.449
C  -0.603  0.260  0.197  0.166
N  -2.870  0.170  -0.493  -0.833
N  -1.105  0.730  1.400  -0.830
H  2.199  0.372  2.928  0.503
H  3.544  0.031  -0.170  0.514
H  0.410  -1.357  -3.108  0.190
H  2.109  -0.789  -1.450  0.192
H  -3.572  -0.048  -1.164  0.393
H  -3.117  0.986  0.031  0.384
H  -0.463  0.868  2.178  0.417
H  -2.046  0.507  1.698  0.389

Forces on atoms 1 to 3 (eV/Å):
N -0.5 0.7 1.5
O 1.3 0.1 -0.7
O -0.3 0.2 1.5

---

6.
Molecular formula: C5H8BeFO4
Method: DFT, the ωB97M-V functional and the def2-TZVPD basis

Summary:
**LUMO energy (alpha / beta)**: 0.464 / 0.356 eV
**Frontier orbital gap (alpha / beta)**: 6.31 / 11.53 eV
**Relative energy (zero: lowest compared OMol25 entry of this formula, charge and spin)**: 0.897 eV
**2S+1**: 2

Each line ends with the Löwdin spin population.
Element x y z (Å)
C  0.345  1.003  -0.920  0.017
O  1.026  -0.225  -0.737  0.164
Be  1.899  -1.224  -1.105  0.618
C  1.224  2.075  -1.535  0.016
H  -0.508  0.786  -1.578  0.002
H  -0.046  1.316  0.062  0.000
H  0.672  3.025  -1.570  0.000
H  2.141  2.225  -0.951  0.003
H  1.505  1.801  -2.562  0.008
C  0.483  -1.246  0.235  0.040
O  -0.834  -1.633  -0.114  0.013
C  -1.700  -1.395  0.927  0.002
C  -0.988  -0.337  1.756  0.002
O  0.373  -0.545  1.426  0.010
O  1.406  -2.133  0.165  0.104
F  -1.864  -2.562  1.667  0.001
H  -2.689  -1.119  0.546  0.000
H  -1.310  0.672  1.458  0.000
H  -1.136  -0.482  2.831  0.000

Forces on atoms 1 to 3 (eV/Å):
C -0.9 0.7 -0.4
O -3.3 3.4 0.8
Be 4.2 -4.1 -1.5

---

7.
Molecular formula: C5H8Br4O4
Method: DFT, the ωB97M-V functional and the def2-TZVPD basis

Summary:
**LUMO energy**: -3.289 eV
**Frontier orbital gap**: 3.68 eV
**Relative energy (zero: lowest compared OMol25 entry of this formula, charge and spin)**: 3.519 eV

Each line ends with the natural charge from an NBO analysis.
Element x y z (Å)
C  -1.037  -1.150  -0.580  -0.116
C  -0.908  1.428  0.155  -0.117
C  -0.428  0.002  0.300  -0.125
C  1.907  -0.143  -1.192  0.273
C  0.438  -0.244  1.310  0.361
O  -0.432  -2.395  -0.257  -0.730
O  0.111  2.158  -0.627  -0.805
O  2.481  0.919  -0.775  -0.643
O  1.102  -1.329  1.771  -0.672
Br  2.773  -1.797  -1.085  0.303
Br  0.909  0.050  -2.841  0.188
Br  -3.513  0.261  2.137  -0.928
Br  1.396  1.260  2.195  0.033
H  -2.168  -1.274  -0.402  0.248
H  -0.906  -0.755  -1.657  0.192
H  -1.127  1.755  1.188  0.259
H  -1.798  1.384  -0.328  0.214
H  -0.953  -2.749  0.470  0.480
H  -0.202  3.009  -1.057  0.511
H  1.843  1.667  -0.670  0.567
H  0.513  -2.056  1.944  0.506

Forces on atoms 1 to 3 (eV/Å):
C -1.5 1.4 0.7
C 2.4 -0.4 1.2
C -0.2 -1.3 -0.3

---

8.
Molecular formula: C5H8BrCl2O2PS
Method: DFT, the ωB97M-V functional and the def2-TZVPD basis

Summary:
**LUMO energy**: 0.439 eV
**Frontier orbital gap**: 9.49 eV
**Structure (SMILES)**: CC(=O)O[C@@H]([C@@H](C)Br)P(=S)(Cl)Cl
**Relative energy (zero: lowest compared OMol25 entry of this formula, charge and spin)**: 0.000 eV

Each line ends with the natural charge from an NBO analysis.
Element x y z (Å)
C  1.222  1.192  0.810  0.838
C  1.292  2.696  0.811  -0.715
C  -1.908  -0.566  -1.445  -0.665
C  -1.743  -0.787  0.052  -0.266
C  -0.175  -0.642  0.693  -0.237
O  2.207  0.447  0.914  -0.611
O  -0.012  0.763  0.668  -0.508
P  1.243  -1.471  -0.304  1.119
S  1.515  -0.427  -1.951  -0.530
Cl  2.842  -2.227  0.580  -0.167
Cl  0.299  -3.209  -0.652  -0.238
Br  -2.557  -2.365  0.691  0.051
H  1.624  3.040  -0.140  0.258
H  2.132  3.051  1.421  0.252
H  0.350  3.090  0.975  0.233
H  -1.660  -1.378  -2.072  0.233
H  -1.199  0.131  -1.793  0.247
H  -2.961  -0.375  -1.687  0.227
H  -2.145  0.093  0.657  0.236
H  -0.367  -1.053  1.771  0.246

Forces on atoms 1 to 3 (eV/Å):
C 2.8 0.5 0.3
C 2.2 -1.2 0.0
C -1.0 -0.4 0.9

---

9.
Molecular formula: C5H8BrFN2O7PS
Method: DFT, the ωB97M-V functional and the def2-TZVPD basis

Summary:
**LUMO energy**: -5.703 eV
**Frontier orbital gap**: 8.95 eV
**Structure (SMILES)**: O=C=N[C@@H]1C[N@H+](Br)[C@H](P(=O)(O)O)[C@@H](S(=O)(=O)F)O1
**Net charge**: +1

Each line ends with the natural charge from an NBO analysis.
Element x y z (Å)
O  5.169  0.633  -1.011  -0.405
C  4.204  -0.003  -0.966  0.921
N  3.186  -0.688  -1.005  -0.614
C  2.074  -0.366  -0.147  0.228
C  1.276  -1.654  -0.103  -0.268
N  -0.037  -1.509  0.646  -0.423
Br  -1.195  -2.887  0.019  0.356
C  -0.560  -0.078  0.610  -0.482
P  -2.336  -0.052  1.136  2.378
O  -2.441  -1.075  2.168  -1.064
O  -3.264  -0.194  -0.139  -0.978
O  -2.533  1.441  1.548  -0.965
C  -0.079  0.576  -0.687  -0.194
S  -0.533  2.321  -0.906  2.426
O  0.115  2.785  -2.062  -0.841
O  -0.428  2.952  0.353  -0.872
F  -2.038  2.122  -1.256  -0.470
O  1.323  0.679  -0.733  -0.502
H  2.429  -0.045  0.837  0.193
H  1.038  -1.926  -1.130  0.254
H  1.846  -2.464  0.344  0.267
H  0.147  -1.717  1.630  0.465
H  -0.056  0.428  1.441  0.288
H  -3.431  -1.111  -0.391  0.529
H  -3.378  1.828  1.277  0.545
H  -0.472  0.020  -1.549  0.227

Forces on atoms 1 to 3 (eV/Å):
O -0.6 -0.7 0.1
C 0.7 0.8 -0.3
N 0.1 0.2 0.4

---

10.
Molecular formula: C5H8CaLiO3
Method: DFT, the ωB97M-V functional and the def2-TZVPD basis

Summary:
**LUMO energy (alpha / beta)**: -8.230 / -8.689 eV
**Frontier orbital gap (alpha / beta)**: 8.41 / 9.05 eV
**Net charge**: +2
**Relative energy (zero: lowest compared OMol25 entry of this formula, charge and spin)**: 0.000 eV
**2S+1**: 2

Each line ends with the Löwdin spin population.
Element x y z (Å)
C  0.435  -0.457  -0.420  0.138
C  0.340  -0.573  -1.765  0.688
H  0.251  0.513  0.060  0.026
H  0.922  -1.256  0.162  0.036
H  0.994  -0.603  -2.642  0.045
Ca  -1.916  -0.571  -2.316  0.067
O  -3.800  -1.508  1.265  0.000
Li  -4.074  -0.386  3.173  0.000
O  -2.912  0.373  1.835  0.000
C  -3.013  -0.470  0.939  0.000
O  -2.371  -0.515  -0.152  0.000
C  -4.141  -2.516  0.292  0.000
C  -5.032  -3.535  0.957  0.000
H  -4.659  -2.021  -0.542  0.000
H  -3.210  -2.975  -0.067  0.000
H  -5.986  -3.085  1.263  0.000
H  -5.249  -4.335  0.237  0.000
H  -4.546  -3.976  1.837  0.000

Forces on atoms 1 to 3 (eV/Å):
C 1.3 -0.1 -2.1
C 1.1 1.1 1.7
H -0.6 -0.5 0.2

---

11.
Molecular formula: C5H8Cl2
Method: DFT, the ωB97M-V functional and the def2-TZVPD basis

Summary:
**LUMO energy**: 0.611 eV
**Frontier orbital gap**: 9.98 eV
**Structure (SMILES)**: CC1=C[C@@]1(C)Cl.Cl
**Relative energy (zero: lowest compared OMol25 entry of this formula, charge and spin)**: 2.919 eV

Each line ends with the natural charge from an NBO analysis.
Element x y z (Å)
C  0.661  -0.087  -0.994  -0.201
C  -0.142  0.697  -0.336  0.077
C  1.342  0.590  0.069  -0.041
C  -1.408  1.292  -0.069  -0.677
C  1.887  0.041  1.301  -0.650
Cl  -2.461  -2.617  -2.722  -0.276
Cl  2.202  2.152  -0.308  -0.143
H  -2.624  -3.556  -3.611  0.276
H  0.777  -0.781  -1.921  0.229
H  -2.031  0.592  0.633  0.241
H  -1.948  1.240  -1.002  0.243
H  -1.460  2.191  0.539  0.250
H  2.962  -0.138  1.238  0.228
H  1.411  -0.942  1.583  0.218
H  1.637  0.506  2.278  0.226

Forces on atoms 1 to 3 (eV/Å):
C -0.5 -1.7 -3.0
C 3.1 -1.1 0.8
C -2.0 1.9 -0.2

---

12.
Molecular formula: C5H8Cl2
Method: DFT, the ωB97M-V functional and the def2-TZVPD basis

Summary:
**LUMO energy**: 0.823 eV
**Frontier orbital gap**: 9.95 eV
**Structure (SMILES)**: C/C=C(\Cl)[C@H](C)Cl
**Relative energy (zero: lowest compared OMol25 entry of this formula, charge and spin)**: 1.221 eV

Each line ends with the natural charge from an NBO analysis.
Element x y z (Å)
C  0.916  0.236  1.021  -0.175
C  -0.084  0.291  0.067  -0.079
C  2.038  1.219  1.079  -0.655
C  -1.421  -1.172  -1.455  -0.642
C  -1.266  -0.705  -0.050  -0.214
Cl  0.039  1.410  -1.186  0.026
Cl  -2.703  0.281  0.390  -0.081
H  0.677  -0.452  1.830  0.214
H  2.578  1.074  0.123  0.227
H  1.685  2.184  1.067  0.226
H  2.745  1.152  1.906  0.225
H  -1.602  -0.277  -2.032  0.240
H  -0.371  -1.557  -1.745  0.215
H  -1.932  -2.136  -1.624  0.238
H  -1.297  -1.546  0.609  0.235

Forces on atoms 1 to 3 (eV/Å):
C -3.0 0.1 -0.9
C 1.9 -2.2 2.6
C 1.2 -2.3 -0.9

---

| no. | calculated total energy (hartree) |
| --- | --- |
| 1 | -195.200653 |
| 2 | -195.208673 |
| 3 | -11450.722241 |
| 4 | -546.051392 |
| 5 | -535.057649 |
| 6 | -610.858243 |
| 7 | -10792.150849 |
| 8 | -4579.778883 |
| 9 | -4244.714210 |
| 10 | -1105.604352 |
| 11 | -1115.597804 |
| 12 | -1115.660224 |